# C15H12ClN2O3Tc

C15H12ClN2O3Tc as an isolated structure at a distorted geometry (ωB97M-V with the def2-TZVPD basis set, the Open Molecules 2025 dataset).

XYZ file:
```
34
Properties=species:S:1:pos:R:3:lowdin_spin:R:1
Tc 0.890 -0.440 -0.039 2.585
O 1.995 1.687 -3.931 0.004
C 0.934 2.510 -3.898 0.003
C 0.857 3.481 -4.896 0.000
C -0.184 4.381 -4.918 0.003
C -1.190 4.334 -3.949 0.001
C -1.149 3.367 -2.977 0.001
C -0.097 2.436 -2.931 0.001
C -0.098 1.425 -1.896 0.009
O 0.979 0.691 -1.645 0.142
N -1.172 1.214 -1.173 -0.011
N -0.966 0.241 -0.252 -0.029
C -1.991 -0.213 0.445 0.070
C -1.972 -1.205 1.452 0.019
C -3.201 -1.542 2.067 0.023
C -3.274 -2.494 3.048 0.011
C -2.107 -3.145 3.466 0.028
C -0.891 -2.846 2.890 0.010
C -0.797 -1.897 1.873 0.025
O 0.377 -1.652 1.307 0.182
H 2.003 1.125 -3.151 0.000
H 1.644 3.509 -5.638 0.000
H -0.217 5.134 -5.693 0.000
H -1.993 5.057 -3.969 0.000
H -1.922 3.298 -2.225 0.000
H -2.942 0.247 0.196 0.000
H -4.098 -1.032 1.739 0.000
H -4.223 -2.744 3.500 0.000
H -2.156 -3.892 4.247 0.001
H 0.018 -3.343 3.204 0.000
Cl 2.021 2.510 0.648 -0.012
C 1.487 1.017 1.388 -0.072
H 0.704 1.242 2.108 0.002
H 2.337 0.548 1.893 0.004
```

Summary:
2S+1: 4
E_HOMO (alpha / beta): -11.236 / -11.261 eV
Molar mass: 401.72 g mol⁻¹
Charge: +1
Energy: -39585.211 eV